The following is a DFT calculation (ωB97M-V with the def2-TZVPD basis set) of a cluster of 7 separate species, C35H66BN13O15S2 in total.

Structure (ORCA input):
```
! RIJCOSX wB97M-V def2-TZVPD def2/J DEFGRID3
* xyz 0 1
H 6.636 -2.933 0.335
H 0.298 -1.307 3.500
O -6.527 0.729 -5.881
H -3.478 5.037 3.315
N -5.984 3.759 4.868
H 1.755 0.350 1.540
H -3.075 -2.082 1.375
O 4.110 2.657 1.728
B 5.571 4.523 2.203
H 10.399 -2.604 -1.298
H 11.735 -6.002 0.431
C -10.346 1.801 -10.205
H 5.511 3.420 0.310
C 2.276 1.189 -1.358
H 2.662 3.054 -0.424
H 5.656 1.027 2.803
C -3.197 -2.020 0.299
N -6.730 1.350 -0.476
H 0.819 2.149 -2.676
O -4.916 3.046 2.999
H 3.760 -2.221 4.962
S -2.045 2.795 -0.669
H -6.708 0.449 -8.336
H 7.177 1.439 1.375
C -2.714 0.846 2.584
O 7.389 -1.246 -0.667
H 7.468 -1.082 1.435
O -11.013 0.871 -9.785
H -8.273 -0.296 -8.332
H -4.262 5.619 4.743
C -7.197 1.378 -1.761
C 0.798 2.586 3.108
C -3.538 -2.071 -2.421
C 7.635 -0.515 0.512
H 5.583 -0.738 2.424
H 7.468 1.389 -0.314
O 4.950 4.679 3.431
H 5.216 -1.744 5.884
H 0.888 3.673 2.955
N -10.889 2.839 -10.909
C -3.584 -3.180 -0.336
C 7.391 -2.644 -0.415
H -5.535 0.308 -2.438
C 4.782 3.723 1.070
H -3.676 -2.091 -3.498
C 3.121 -1.790 1.099
C 3.223 2.118 -0.523
N -7.506 0.113 -7.830
H 5.326 0.385 4.861
C -2.946 -0.851 -0.411
C -0.546 -0.690 3.206
C 10.864 -4.339 -0.342
H -5.104 -7.844 1.641
H 3.714 -0.786 -0.656
N -5.950 -5.974 3.134
H -4.105 -4.141 -2.198
H 2.040 0.260 -0.831
H 1.393 1.970 0.981
C 5.031 0.214 2.419
O 9.761 -4.525 0.143
H -6.090 4.417 5.616
O 3.530 -2.523 2.163
O 1.983 -1.932 0.692
C 3.514 1.636 0.894
O -3.964 -5.030 2.585
H 4.079 4.461 0.648
H 0.560 2.454 4.170
H -3.599 -7.090 1.248
H 3.655 0.182 5.349
S -0.351 0.505 -1.436
C 4.687 -1.645 4.932
N 11.908 -5.196 -0.141
O -8.250 1.919 -2.065
H 3.004 -3.334 2.128
H -3.595 1.449 2.359
H -8.420 2.624 -10.331
H -2.982 -0.023 -2.389
N -6.399 0.759 -2.675
C 0.895 1.845 -1.632
H -8.580 1.127 -9.484
H 8.365 -2.961 -0.016
H -8.598 -0.158 -4.818
C 4.547 0.456 0.992
N -2.557 0.363 0.228
O 6.808 5.074 1.956
C -1.232 -0.051 4.224
H -3.759 -4.091 0.228
C -2.335 0.730 3.909
H -0.935 -0.139 5.263
C -4.743 -5.960 2.491
O 2.030 1.935 2.875
H 12.822 -5.062 -0.530
H 2.776 0.905 -2.287
H -7.288 1.799 0.226
H -6.611 2.978 4.812
H 5.315 -2.087 4.154
C 4.399 -0.164 4.625
H 4.088 2.347 -1.142
N -8.580 -0.236 -5.820
C 2.114 1.383 1.567
H 12.043 -3.082 -1.536
C -3.774 -3.234 -1.707
H 8.711 -0.260 0.510
H 6.839 5.944 2.376
H -10.358 3.611 -11.261
H -5.866 0.915 -0.207
H 0.677 2.651 -0.936
C -2.042 0.197 1.571
H -11.878 2.812 -11.073
H -9.367 -0.641 -6.290
H -6.704 0.762 -3.633
C 6.930 0.852 0.480
H -6.606 -6.728 3.069
C -5.024 3.859 3.899
H -0.043 2.171 2.545
H 7.168 -3.214 -1.318
C -0.933 -0.577 1.889
N -4.193 4.937 4.012
N 11.145 -3.255 -1.127
O 3.948 0.072 3.318
O 5.586 0.866 0.077
C -7.476 0.234 -6.465
C -1.718 1.200 -0.570
C -3.150 -0.913 -1.787
H -0.394 -1.097 1.101
H -2.916 1.255 4.659
H 5.009 -1.468 0.253
H 4.829 3.819 3.852
N -4.477 -7.068 1.733
N -8.998 1.875 -10.001
C 4.083 -0.886 0.359
H -6.177 -5.176 3.697
*
```

Properties
Structure (SMILES): CCOC[C@](CC(=O)O)(OCCOC)[C@@](CCCSC(=S)N(c1ccccc1)c1ccccc1)(COC)OCB(O)O.NC(N)=O.NC(N)=O.NC(N)=O.NC(N)=O.NC(N)=O.NC(N)=O
Kohn-Sham gap (eV): 7.98
HOMO (eV): -7.75
DFT total energy (eV): -109801.3638

Atomic partial charges in e from the Mulliken method, atoms 1 to 6: H 0.174; H 0.344; O -0.675; H 0.224; N -0.414; H -1.009